# 1
Here is one molecule with the formula C4H7FO from the OMol25 dataset. Energies are from ωB97M-V/def2-TZVPD.

## Properties
total charge	0
LUMO level	0.9153	eV
energy relative to the best compared isomer or geometry (same formula, charge and spin)	0.973	eV
HOMO-LUMO gap	10.6	eV
multiplicity	1
E	-9025.2979	eV
SMILES	C/C(F)=C/CO

```
13
Properties=species:S:1:pos:R:3:lowdin_charge:R:1
C -2.09219 -0.56209 -0.09723 -0.03
C -0.80502 0.18326 0.02300 -0.38
C 0.36464 -0.30122 0.17209 -0.04
C 1.60731 0.59817 0.21871 -0.24
H -2.60922 -0.14716 -0.98627 0.10
H -2.68366 -0.36872 0.79476 0.08
H -1.85221 -1.63749 -0.10522 0.09
H 0.40883 -1.40894 0.37362 0.14
H 1.38409 1.59512 -0.24460 0.13
H 1.83787 0.78101 1.27286 0.12
H 2.73249 -0.14619 -1.11774 0.05
O 2.73533 -0.12268 -0.20003 -0.04
F -1.02828 1.53695 -0.10395 0.02
```

# 2
Here is one molecule with the formula C4H7FO from the OMol25 dataset. Energies are from ωB97M-V/def2-TZVPD.

## Properties
total charge	0
LUMO level	0.8432	eV
energy relative to the best compared isomer or geometry (same formula, charge and spin)	0.886	eV
HOMO-LUMO gap	11.3	eV
multiplicity	1
E	-9025.3851	eV
SMILES	O[C@H]1C[C@H](F)C1

```
13
Properties=species:S:1:pos:R:3:lowdin_charge:R:1
C 0.86047 -0.60741 0.50463 -0.36
C 0.60097 0.90100 0.19459 -0.06
C -0.70836 0.48339 -0.37205 -0.35
C -0.62068 -0.86168 0.36297 -0.07
H 1.95073 -1.97511 -0.34911 0.09
H 1.30566 -0.76382 1.47229 0.13
H 0.51309 1.40482 1.17404 0.13
H 1.30733 1.43035 -0.39086 0.10
H -0.58510 0.39639 -1.43870 0.15
H -0.93218 -1.80893 -0.13275 0.13
H -1.19141 -0.73752 1.30362 0.13
O 1.66659 -1.08654 -0.56135 -0.02
F -1.83281 1.25049 -0.14317 -0.01
```

# 3
Here is a 2-piece molecular cluster, C4H7FO overall from the OMol25 dataset. Energies are from ωB97M-V/def2-TZVPD.

## Properties
total charge	0
LUMO level (spin up / spin down)	0.9039 / 0.7267	eV
energy relative to the best compared isomer or geometry (same formula, charge and spin)	3.733	eV
HOMO-LUMO gap (spin up / spin down)	8.0 / 8.0	eV
multiplicity	1
E	-9022.5383	eV

```
13
Properties=species:S:1:pos:R:3:lowdin_charge:R:1
C 0.31056 -1.25603 -0.29600 -0.27
C -0.61489 -2.20109 0.36454 -0.05
C 0.63725 2.05815 -0.47299 -0.09
C -0.15279 1.10729 0.28891 -0.23
O 1.24332 -1.32563 -1.01642 0.07
F -1.50013 0.87834 0.16808 -0.06
H -0.45722 -3.16231 -0.00981 0.06
H -0.46437 -1.90468 1.41947 0.10
H -1.67915 -1.76091 0.17000 0.12
H 0.17095 2.31327 -1.36603 0.06
H 1.63378 1.53403 -0.64227 0.11
H 0.69524 2.97786 0.06574 0.07
H 0.17744 0.74171 1.32677 0.12
```

# 4
Here is one molecule with the formula C4H7FS from the OMol25 dataset. Energies are from ωB97M-V/def2-TZVPD.

## Properties
total charge	0
LUMO level	0.8342	eV
energy relative to the best compared isomer or geometry (same formula, charge and spin)	1.531	eV
HOMO-LUMO gap	10.2	eV
multiplicity	1
E	-17812.8108	eV
SMILES	FCC1(S)CC1

```
13
Properties=species:S:1:pos:R:3:lowdin_charge:R:1
C 0.21657 -0.27789 0.05114 -0.81
C -1.17100 -0.60792 -0.38576 -0.19
C 0.24214 0.78433 1.13058 -0.09
C 0.61169 1.09768 -0.33941 -0.12
H 1.58544 -1.63473 -1.13781 -0.09
H -1.30560 -1.11912 -1.37955 0.14
H -1.84864 0.24642 -0.34920 0.12
H -0.71497 1.10867 1.48980 0.10
H 1.08695 0.70978 1.72304 0.07
H 1.65461 1.36121 -0.65613 0.12
H -0.13746 1.64986 -0.91559 0.10
F -1.59175 -1.62539 0.52975 -0.11
S 1.37203 -1.69289 0.23916 0.77
```

# 5
Here is one molecule with the formula C4H7FS from the OMol25 dataset. Energies are from ωB97M-V/def2-TZVPD.

## Properties
total charge	0
LUMO level	0.9193	eV
energy relative to the best compared isomer or geometry (same formula, charge and spin)	2.181	eV
HOMO-LUMO gap	9.7	eV
multiplicity	1
E	-17812.1603	eV
SMILES	CS[C@@H]1C[C@H]1F

```
13
Properties=species:S:1:pos:R:3:lowdin_charge:R:1
C -1.34668 -0.33639 2.10447 -0.41
C 0.49219 -0.15056 -0.03737 -0.64
C 1.34640 0.46170 -1.03743 -0.15
C 0.06660 -0.11008 -1.43338 -0.26
H -1.22916 -1.39489 1.58232 0.08
H -0.92074 -0.47042 3.15486 0.04
H -2.34641 0.08026 2.11475 0.01
H 0.94690 -1.11386 0.36258 0.14
H 1.56081 1.65157 -1.12516 0.17
H 2.25776 -0.10053 -1.12726 0.11
H -0.65518 0.57417 -1.72376 0.12
F 0.05116 -1.26858 -2.32418 -0.06
S -0.21409 0.81268 1.25635 0.83
```

# 6
Here is one molecule with the formula C4H7FS from the OMol25 dataset. Energies are from ωB97M-V/def2-TZVPD.

## Properties
total charge	0
LUMO level	-0.3894	eV
energy relative to the best compared isomer or geometry (same formula, charge and spin)	0.742	eV
HOMO-LUMO gap	8.6	eV
multiplicity	1
E	-17813.6000	eV
SMILES	CC(C)(F)C=S

```
13
Properties=species:S:1:pos:R:3:lowdin_charge:R:1
C -0.62799 -0.07955 -1.71272 -0.03
C -0.37471 0.53166 -0.35864 -0.69
C -1.61018 0.46431 0.51617 -0.03
C 0.79434 -0.01807 0.38886 -0.61
H 0.24730 0.09670 -2.37543 0.10
H -1.53427 0.33282 -2.16676 0.09
H -0.71504 -1.18647 -1.58703 0.10
H -1.94711 -0.57889 0.67656 0.10
H -1.43678 0.95003 1.49730 0.10
H -2.39740 0.98861 -0.01907 0.09
H 1.44931 0.84727 0.73740 0.09
F -0.11806 1.89122 -0.52769 -0.02
S 1.14423 -1.49132 0.93651 0.71
```

# 7
Here is C4H7GaO as an isolated structure from the OMol25 dataset. Energies are from ωB97M-V/def2-TZVPD.

## Properties
total charge	+2
LUMO level (spin up / spin down)	-13.7071 / -13.4529	eV
energy relative to the best compared isomer or geometry (same formula, charge and spin)	0.000	eV
HOMO-LUMO gap (spin up / spin down)	7.0 / 7.3	eV
multiplicity	1
E	-58660.1605	eV

```
13
Properties=species:S:1:pos:R:3:lowdin_charge:R:1
H -1.91533 0.25202 -1.03038 0.12
C 1.09301 -0.76622 0.37316 0.08
C -1.08067 -0.43088 -0.81450 0.06
C -0.19447 0.07280 0.28560 -0.45
O -0.82991 0.64062 1.34610 -0.11
Ga -1.90901 1.72030 1.66325 1.26
H 1.42440 -0.93652 1.40047 0.16
H 1.29694 -1.59185 -0.31355 0.16
H -0.53789 -0.50113 -1.76915 0.14
H -1.57880 -1.29629 -0.27497 0.18
C 1.19081 0.65293 -0.15710 0.09
H 1.62775 1.39972 0.51040 0.16
H 1.41317 0.78450 -1.21933 0.16
```

# 8
Here is C4H7HgO2 as an isolated structure from the OMol25 dataset. Energies are from ωB97M-V/def2-TZVPD.

## Properties
total charge	+1
LUMO level (spin up / spin down)	-5.6416 / -5.6540	eV
energy relative to the best compared isomer or geometry (same formula, charge and spin)	7.068	eV
HOMO-LUMO gap (spin up / spin down)	6.3 / 5.9	eV
multiplicity	1
E	-12514.1190	eV

```
14
Properties=species:S:1:pos:R:3:lowdin_charge:R:1
O 1.41197 1.68046 -0.72233 -0.26
C 0.56068 1.55688 -1.67516 -0.21
C -0.52235 0.65350 -1.60975 -0.04
H -1.46998 1.09223 -1.94363 0.10
H 0.89071 1.90596 -2.66830 0.16
H -0.26337 -0.32700 -2.03882 0.10
Hg 1.18228 0.90611 0.99233 1.38
C -0.59523 -0.23646 0.52630 -0.28
C -0.26594 -1.28594 1.42325 -0.40
O 0.40289 -0.98123 2.58336 -0.06
H -0.05828 -1.39800 -0.02454 0.19
H -0.80217 -2.23668 1.43820 0.13
H -1.46947 0.34767 0.83707 0.07
H 0.99826 -1.67749 2.88203 0.12
```

# 9
Here is one molecule with the formula C4H7I from the OMol25 dataset. Energies are from ωB97M-V/def2-TZVPD.

## Properties
total charge	0
LUMO level	0.5945	eV
energy relative to the best compared isomer or geometry (same formula, charge and spin)	1.452	eV
HOMO-LUMO gap	9.4	eV
multiplicity	1
E	-12359.4556	eV
SMILES	CC(C)=CI

```
12
Properties=species:S:1:pos:R:3:lowdin_charge:R:1
C 1.44895 -0.34037 0.34100 -0.03
C -0.02495 -0.08234 -0.22098 -0.42
C -0.67199 -0.19243 -1.40318 -0.59
C -0.76500 0.76146 0.92652 -0.06
I 0.02357 -1.58926 -2.87034 0.70
H 1.00013 -0.91049 0.97768 -0.01
H 2.14789 -1.00120 -0.19081 0.08
H 1.68505 0.69661 0.57486 0.09
H -1.64914 0.31013 -1.65011 0.05
H -0.86629 -0.10799 1.60322 0.08
H -1.79303 0.76895 0.53278 0.06
H -0.53520 1.68692 1.37937 0.06
```

| no. | largest force on an atom (eV/A) |
| --- | --- |
| 1 | 3.7 |
| 2 | 2.6 |
| 3 | 5.6 |
| 4 | 2.8 |
| 5 | 4.7 |
| 6 | 2.2 |
| 7 | 9.9 |
| 8 | 8.4 |
| 9 | 6.7 |